A 3-piece molecular cluster, C10H18N3O8S2 overall, computed with ωB97M-V with the def2-TZVPD basis set.

## Properties
* molar mass: 372.401 g/mol
* Kohn-Sham gap: 7.51 eV

ORCA input file:
```
! wB97M-V def2-TZVPD RIJCOSX def2/J DEFGRID3
* xyz 1 1
C -4.084 -2.856 3.056
N -4.493 -2.799 1.642
C -3.768 -3.635 0.762
N -2.464 -2.981 0.343
C -1.702 -3.583 -0.578
C -0.515 -3.016 -0.983
C -0.157 -1.827 -0.391
C -1.016 -1.287 0.569
N -2.153 -1.852 0.927
H -3.481 -3.746 3.265
H -4.972 -2.878 3.686
H -3.499 -1.974 3.316
H -5.471 -3.043 1.556
H -4.325 -3.785 -0.163
H -3.461 -4.608 1.170
H -2.077 -4.521 -0.973
H 0.095 -3.499 -1.734
H 0.764 -1.313 -0.647
H -0.772 -0.355 1.068
C -2.079 2.095 -1.687
C -1.898 3.102 -0.567
O -0.522 2.919 -0.181
S 0.361 2.597 -1.468
O 0.950 3.773 -1.984
O 1.162 1.456 -1.167
O -0.845 2.166 -2.417
H -2.211 1.080 -1.304
H -2.891 2.345 -2.364
H -2.522 2.904 0.299
H -2.042 4.127 -0.908
C 4.531 1.760 -0.625
C 4.705 2.769 0.494
O 6.082 2.623 0.863
S 6.966 2.285 -0.427
O 7.548 3.467 -0.947
O 7.754 1.146 -0.129
O 5.745 1.874 -1.376
H 4.445 0.741 -0.242
H 3.690 1.985 -1.274
H 4.095 2.553 1.367
H 4.524 3.790 0.154
*
```